C37H44Cl2INO5PS2SiTl | ωB97M-V/def2-TZVPD

Last column: Löwdin charge in e.
Cartesian coordinates (Å):
Tl (-1.651, 0.238, -0.114)  0.753
C (-0.097, -1.276, 3.117)  -0.037
C (0.502, -2.319, 2.181)  -0.638
C (0.256, -3.714, 2.756)  -0.033
C (1.994, -2.069, 1.974)  -0.023
O (-0.151, -2.147, 0.924)  -0.256
Si (-0.412, -3.167, -0.361)  -0.241
S (-0.525, -2.125, -2.109)  0.257
O (0.843, -4.263, -0.240)  -0.171
C (1.326, -5.199, -1.188)  -0.666
C (2.351, -4.509, -2.080)  -0.050
C (0.193, -5.787, -2.027)  -0.045
C (1.995, -6.306, -0.375)  -0.042
O (-1.738, -4.034, 0.102)  -0.149
C (-3.099, -4.276, -0.214)  -0.653
C (-3.344, -5.757, 0.075)  -0.041
C (-3.437, -3.965, -1.667)  -0.058
C (-3.951, -3.412, 0.714)  -0.029
H (0.440, -1.261, 4.069)  0.088
H (-1.147, -1.503, 3.309)  0.072
H (-0.046, -0.281, 2.675)  0.030
H (0.645, -3.762, 3.776)  0.081
H (0.739, -4.479, 2.150)  0.070
H (-0.816, -3.919, 2.778)  0.083
H (2.540, -2.178, 2.916)  0.082
H (2.146, -1.057, 1.591)  0.058
H (2.385, -2.783, 1.248)  0.074
H (1.881, -3.685, -2.618)  0.048
H (2.787, -5.214, -2.795)  0.082
H (3.150, -4.098, -1.459)  0.078
H (-0.308, -4.996, -2.588)  0.050
H (-0.536, -6.274, -1.378)  0.073
H (0.589, -6.522, -2.732)  0.082
H (2.792, -5.883, 0.239)  0.080
H (2.421, -7.070, -1.030)  0.076
H (1.263, -6.774, 0.287)  0.082
H (-2.727, -6.374, -0.579)  0.066
H (-4.394, -6.013, -0.090)  0.077
H (-3.083, -5.982, 1.111)  0.081
H (-2.811, -4.554, -2.341)  0.072
H (-3.279, -2.912, -1.887)  0.043
H (-4.487, -4.207, -1.852)  0.084
H (-3.651, -3.579, 1.751)  0.084
H (-5.012, -3.650, 0.606)  0.085
H (-3.830, -2.356, 0.469)  0.049
I (1.479, 2.293, 1.668)  1.206
C (3.579, 2.485, 1.479)  -0.588
C (4.206, 2.771, 2.667)  -0.190
C (5.559, 3.150, 2.730)  -0.099
C (6.262, 3.302, 1.575)  -0.065
C (5.663, 3.006, 0.327)  -0.176
C (6.413, 3.226, -0.854)  -0.056
C (5.881, 2.949, -2.074)  -0.080
C (4.609, 2.351, -2.147)  -0.091
C (3.848, 2.082, -1.037)  -0.306
P (2.383, 0.949, -1.264)  1.056
C (3.000, -0.031, -2.698)  -0.380
C (2.724, 0.222, -4.039)  -0.098
C (3.233, -0.601, -5.034)  -0.089
C (4.037, -1.682, -4.704)  -0.102
C (4.315, -1.947, -3.371)  -0.106
C (3.787, -1.137, -2.378)  -0.105
C (1.176, 2.068, -2.063)  -0.414
C (0.064, 1.488, -2.682)  -0.186
C (-0.966, 2.280, -3.165)  -0.103
C (-0.900, 3.662, -3.039)  -0.096
C (0.205, 4.244, -2.439)  -0.087
C (1.238, 3.453, -1.952)  -0.111
C (4.327, 2.505, 0.254)  -0.191
H (3.625, 2.746, 3.580)  0.073
H (6.013, 3.362, 3.690)  0.096
H (7.288, 3.654, 1.583)  0.101
H (7.416, 3.629, -0.758)  0.102
H (6.440, 3.137, -2.983)  0.097
H (4.245, 2.050, -3.121)  0.096
H (2.097, 1.062, -4.309)  0.102
H (2.993, -0.399, -6.071)  0.095
H (4.427, -2.329, -5.481)  0.092
H (4.917, -2.807, -3.101)  0.097
H (3.966, -1.373, -1.335)  0.103
H (-0.006, 0.406, -2.757)  0.016
H (-1.844, 1.815, -3.595)  0.105
H (-1.726, 4.273, -3.379)  0.099
H (0.256, 5.320, -2.321)  0.096
H (2.084, 3.919, -1.462)  0.094
Cl (-3.583, 0.253, 2.640)  0.558
C (-3.422, 2.034, 2.706)  -0.980
Cl (-4.438, 2.667, 4.022)  0.540
C (-1.931, 2.497, 2.807)  -0.801
O (-1.663, 3.426, 3.557)  -0.030
O (-1.177, 1.861, 2.017)  -0.432
H (-3.841, 2.402, 1.771)  0.005
S (-4.063, 2.335, -1.060)  0.382
C (-4.586, 0.755, -1.050)  -1.066
N (-4.894, -0.369, -1.007)  0.012

## Properties
net charge	-2
LUMO	3.8	eV
energy	-127496.9359	eV
Kohn-Sham gap	6.39	eV